Formula: C27H28CuN3O2S
Source: the Open Molecules 2025 dataset
Level of theory: ωB97M-V/def2-TZVPD

Structure (XYZ):
```
62
Properties=species:S:1:pos:R:3:forces:R:3:mulliken_charge:R:1
Cu 1.19565 -0.64303 -0.16410 0.030 -0.014 -0.146 -0.378
C 5.46084 -0.78078 -0.75857 0.016 0.006 0.009 -1.489
C 4.16970 -0.39958 -0.08539 -0.019 -0.040 -0.005 0.649
O 3.11287 -0.39124 -0.71023 0.055 -0.003 0.068 -0.271
N 4.26478 -0.07253 1.22201 -0.070 0.056 -0.027 -0.006
C 3.16456 0.45923 2.01421 0.000 -0.044 0.002 -0.779
C 2.33624 -0.60663 2.69017 -0.004 -0.003 -0.017 0.946
C 2.22261 -0.70044 4.06642 0.010 0.023 0.017 -0.820
C 1.40648 -1.68759 4.60159 0.000 0.010 0.034 -0.304
C 0.73954 -2.54398 3.74625 -0.020 -0.029 -0.019 -0.770
C 0.91235 -2.37873 2.38086 0.008 0.015 -0.028 -0.309
N 1.69237 -1.43259 1.86311 0.041 -0.049 0.032 0.057
H 5.25275 -1.04301 -1.79049 -0.005 -0.003 -0.004 0.348
H 5.91526 -1.63312 -0.25070 -0.003 0.016 -0.007 0.388
H 6.16469 0.05177 -0.73197 -0.001 -0.007 0.002 0.360
H 5.17240 -0.12499 1.64929 0.037 -0.019 0.007 0.270
H 2.51899 1.03089 1.34385 -0.030 0.043 -0.019 -0.150
H 3.57483 1.14690 2.75220 0.020 0.004 0.007 0.510
H 2.75457 -0.00866 4.70717 -0.002 -0.006 -0.009 0.401
H 1.28874 -1.77785 5.67391 0.001 0.003 -0.010 0.412
H 0.07839 -3.31381 4.11815 0.005 0.008 -0.005 0.443
H 0.38692 -3.00355 1.66814 0.010 0.007 0.016 0.452
C 0.88821 4.08036 -0.69770 -0.027 0.029 -0.030 -1.200
S 0.92321 2.34097 -1.18137 0.012 0.043 0.011 1.184
O 1.80450 2.27087 -2.37618 0.022 -0.029 0.047 -0.778
C -0.77013 2.26487 -1.75606 -0.057 0.019 0.078 0.275
C -1.81756 2.34618 -0.84699 0.011 0.000 -0.043 -0.211
C -3.11938 2.28481 -1.31441 0.003 -0.008 -0.003 -0.804
C -3.36222 2.12134 -2.67427 -0.005 0.015 0.000 -0.379
C -2.30710 2.00890 -3.56486 -0.002 0.023 0.002 -0.643
C -0.99674 2.07953 -3.10601 0.016 -0.016 -0.038 -0.533
H 0.65032 4.67175 -1.58166 0.005 0.001 0.030 0.405
H 1.88122 4.33101 -0.32584 -0.015 -0.011 -0.007 0.419
H 0.14165 4.22886 0.08314 0.026 -0.006 -0.032 0.340
H -1.62443 2.43505 0.21584 -0.005 -0.004 -0.007 0.222
H -3.94468 2.34181 -0.61536 0.015 0.002 -0.014 0.409
H -4.38128 2.05476 -3.03517 0.019 0.000 0.012 0.428
H -2.49966 1.85069 -4.61818 0.007 -0.002 0.017 0.383
H -0.14940 1.98576 -3.77371 -0.021 -0.002 0.011 0.478
C -2.38202 -1.65495 -4.15054 -0.007 -0.005 0.017 -0.665
C -1.00620 -1.62417 -3.94957 0.015 -0.001 0.016 -0.633
C -0.47882 -1.35906 -2.69942 -0.010 0.002 -0.012 -0.370
C -1.30023 -1.10501 -1.58478 0.016 0.031 0.008 0.473
C -2.68802 -1.12578 -1.80968 -0.022 -0.005 -0.021 -0.361
C -3.20847 -1.40036 -3.06520 0.017 0.003 0.015 -0.783
N -0.70450 -0.76642 -0.38249 -0.065 -0.091 0.128 0.671
C -1.40186 -0.81310 0.81577 -0.121 0.083 -0.066 -0.261
C -2.37033 -1.78083 1.14328 0.032 -0.014 0.040 -0.211
C -2.94954 -1.82098 2.40285 0.019 0.003 -0.018 -0.657
C -2.60234 -0.90374 3.38829 0.000 0.011 -0.020 -0.764
C -1.65573 0.06711 3.08199 0.014 -0.019 -0.010 -1.010
C -1.07600 0.11372 1.82556 -0.008 -0.035 -0.010 0.379
H -2.79724 -1.87011 -5.12666 0.006 0.003 0.006 0.390
H -0.33196 -1.80840 -4.77837 -0.009 0.002 0.011 0.407
H 0.59818 -1.32175 -2.56295 -0.002 -0.004 -0.003 0.309
H -3.36563 -0.89084 -1.00025 0.000 0.005 -0.010 0.497
H -4.28531 -1.39889 -3.19620 0.013 -0.001 0.001 0.385
H -2.64480 -2.52264 0.40440 0.009 -0.005 0.019 0.558
H -3.68305 -2.58955 2.61944 0.007 0.004 -0.006 0.400
H -3.06560 -0.93923 4.36606 0.010 -0.001 -0.012 0.411
H -1.36830 0.79873 3.82941 -0.004 -0.001 -0.012 0.421
H -0.33428 0.87206 1.59194 0.009 0.006 0.007 0.462
```
Forces are in eV/Å.

Values from the calculation:
Electronic energy   -92494.0290 eV
LUMO level   0.19 eV
Energy above the lowest of the compared OMol25 structures with the same formula, charge and spin   5.2 kcal per mole